Molecular formula: C5H20FN10O5Zn
Method: DFT, wB97M-V/def2-TZVPD

Atoms and positions in Å:
Zn 13.00925 12.89776 -3.44375
F 13.43770 13.81026 -5.14864
C 10.37577 14.78530 -3.25796
O 11.33273 14.03524 -3.21003
N 10.35941 16.09727 -2.88215
N 9.24093 14.36945 -3.78903
H 9.53398 16.67782 -2.84060
H 11.16153 16.45620 -2.38429
H 9.24746 13.44226 -4.18951
H 8.69025 15.13672 -4.14700
C 12.20138 10.88776 -5.74324
O 11.92546 11.44046 -4.69230
N 11.64369 9.72348 -6.05901
N 12.84954 11.36692 -6.75134
H 11.78603 9.46659 -7.02537
H 10.86997 9.28073 -5.58422
H 12.65686 11.01282 -7.67739
H 13.15233 12.33022 -6.72947
C 15.76195 11.88802 -3.18997
O 14.62463 11.65208 -3.51032
N 16.42116 11.58521 -2.07913
N 16.52810 12.56764 -3.99598
H 16.12288 10.87535 -1.42551
H 17.41605 11.75162 -2.13031
H 17.48568 12.70061 -3.70365
H 16.11701 13.28002 -4.58218
C 14.22067 16.98206 -6.67435
O 14.48448 18.01632 -7.29995
N 13.47657 16.00959 -7.09355
N 14.43588 16.67075 -5.46141
H 13.28177 15.27061 -6.43320
H 13.09788 16.11958 -8.02338
H 14.14725 15.73443 -5.21628
H 14.75284 17.35749 -4.79207
C 10.37852 13.58480 -7.70977
O 10.29376 12.40986 -7.77821
N 10.50465 14.32475 -8.70386
N 10.40570 14.22153 -6.61465
H 10.43087 13.72927 -9.51630
H 10.52703 15.33296 -8.75965
H 10.36286 15.23057 -6.62497
H 10.57502 13.66577 -5.78848

Forces on the atoms, in the same order (eV/Å):
Zn -0.743 -0.550 -3.021
F 0.283 0.122 0.987
C -1.007 1.856 -0.081
O 2.588 -1.219 1.180
N 1.159 -0.144 0.486
N -1.064 0.044 -0.293
H 0.018 -0.450 -0.037
H -0.094 -0.080 -0.193
H -0.408 0.276 -0.138
H -0.611 -0.822 -0.252
C -2.481 -1.240 -0.460
O 0.401 1.728 3.290
N -0.513 -2.238 -0.648
N 2.685 2.302 -2.291
H -0.391 -0.489 0.386
H 0.343 0.446 0.196
H 0.094 0.140 0.288
H 0.090 -0.014 0.340
C 2.413 0.717 0.567
O -4.607 -0.539 0.697
N 0.272 -1.365 1.804
N 1.952 1.915 -1.984
H -0.140 0.035 -0.239
H -0.230 -0.194 0.553
H -0.181 0.408 -0.512
H -0.010 -0.332 -0.376
C -0.319 3.978 -3.293
O 0.201 -0.763 0.644
N -2.838 -2.747 -4.252
N 2.913 0.321 6.864
H -0.706 -0.436 -1.126
H 0.023 -0.684 0.198
H 0.455 0.453 1.122
H 0.182 -0.403 -0.131
C -0.084 -1.214 1.674
O -0.286 -5.302 -0.302
N 0.462 3.134 -7.715
N -0.181 2.603 6.227
H 0.023 0.958 -0.733
H -0.014 -0.449 -0.006
H 0.319 -0.339 0.605
H 0.034 0.575 -0.025

* HOMO level: -0.4183 Ha
* net charge: +1
* molar mass: 384.7 g/mol
* gap between HOMO and LUMO: 7.50 eV

=====

Molecular formula: C5H20FO5V
Method: DFT, wB97M-V/def2-TZVPD

Atoms and positions in Å:
V 0.69842 1.04344 1.20830
F -0.51258 -0.34869 0.26613
C -1.29600 -1.96425 -2.78362
O -2.23713 -1.52678 -1.81610
H -1.74295 -2.41388 -3.67028
H -0.84187 -1.04453 -3.15237
H -0.50643 -2.54930 -2.31203
H -1.73101 -1.06208 -1.14565
C -1.36941 3.68348 1.31982
O -1.05557 2.27406 1.31609
H -2.38380 4.01090 1.54766
H -0.61121 4.08548 1.99185
H -1.24334 4.09679 0.31914
H -1.88121 1.84221 1.54723
C 2.64023 -1.43028 0.69587
O 2.53518 -0.04307 0.90102
H 1.65976 -1.89122 0.81549
H 3.07180 -1.64660 -0.28140
H 3.29494 -1.87527 1.44516
H 3.43136 0.26411 0.74578
C -1.34098 -3.37290 1.88073
O -0.68671 -3.12114 0.61968
H -1.03578 -4.30339 2.35941
H -1.13427 -2.57447 2.59339
H -2.41861 -3.35053 1.71854
H -0.74176 -2.17831 0.44753
C 1.28758 2.90954 -1.40145
O 1.04778 1.61156 -0.86361
H 1.16646 3.74445 -0.71127
H 2.29018 3.02581 -1.81298
H 0.54860 3.09767 -2.18030
H 1.09836 1.00718 -1.60778

Forces on the atoms, in the same order (eV/Å):
V -0.714 -0.636 -2.114
F 0.515 0.164 0.621
C -0.415 0.577 -0.294
O 0.005 -1.194 -0.886
H -0.370 -0.334 0.617
H 0.507 0.379 -0.083
H 0.091 -0.224 0.023
H 0.497 0.734 1.059
C 1.364 1.311 -0.487
O -0.934 -0.414 0.211
H -0.015 -0.892 0.712
H -0.517 0.664 -0.011
H 0.422 -0.223 -0.098
H -0.042 -0.645 -0.102
C 0.024 -1.987 0.195
O -0.149 0.904 0.321
H 0.064 0.124 -0.243
H -0.257 0.017 -0.089
H 0.018 0.046 0.066
H 0.047 0.825 0.149
C 0.259 0.426 -0.057
O -0.472 -1.034 0.715
H 0.069 -0.122 -0.701
H 0.117 0.276 -0.085
H -0.247 -0.231 -0.080
H 0.110 1.073 0.055
C -0.109 1.336 -1.035
O 0.178 0.429 0.897
H -0.123 -0.570 0.642
H 0.017 -0.346 -0.021
H 0.126 -0.009 -0.151
H -0.068 -0.424 0.251

* expectation value of S²: 6.010
* HOMO level (spin up / spin down): -0.6044 / -0.5920 Ha
* net charge: +2
* multiplicity: 5
* molar mass: 230.2 g/mol
* gap between HOMO and LUMO (spin up / spin down): 9.25 / 4.28 eV

=====

Molecular formula: C5H20N10O5
Method: DFT, wB97M-V/def2-TZVPD

Atoms and positions in Å:
N -5.78305 1.49624 -1.56832
C -5.11143 0.77268 -0.64177
N -5.78354 0.55570 0.53596
O -3.99128 0.30713 -0.83073
H -6.72335 1.83072 -1.46231
H -5.36893 1.65525 -2.46967
H -5.21521 0.26462 1.31124
H -6.60778 1.10050 0.71690
N -1.48854 1.58033 -0.47160
C -0.44028 0.73184 -0.47677
N -0.67262 -0.52213 -0.99776
O 0.69080 1.05123 -0.09112
H -2.43355 1.20485 -0.54568
H -1.32028 2.46537 -0.02695
H 0.10288 -1.11689 -0.74939
H -1.62618 -0.83087 -1.08431
N 0.07434 -3.50662 1.56505
C 0.99176 -4.35456 0.98632
N 1.96481 -4.84257 1.82314
O 0.96293 -4.59737 -0.20347
H -0.13306 -3.41296 2.54332
H -0.68942 -3.25850 0.96029
H 1.87084 -4.79387 2.82003
H 2.48558 -5.57196 1.36829
N 2.39238 2.55320 -1.93081
C 2.27869 2.40416 -3.29343
N 1.45456 1.39478 -3.70602
O 2.90167 3.09491 -4.08518
H 1.62988 2.20628 -1.35524
H 2.74930 3.46942 -1.71564
H 0.96025 0.83048 -3.03679
H 1.26824 1.31092 -4.68571
N 4.46374 0.38338 3.35628
C 3.23513 0.80193 2.88019
N 2.97169 0.52196 1.57724
O 2.45553 1.38179 3.62643
H 4.55454 0.63122 4.32469
H 5.24684 0.18599 2.76474
H 3.62200 -0.07382 1.09776
H 2.06009 0.69523 1.17082

Forces on the atoms, in the same order (eV/Å):
N -0.090 0.288 -0.512
C -0.120 -0.331 0.461
N 0.027 0.192 -0.479
O -0.082 0.110 -0.126
H 0.017 -0.119 0.258
H 0.210 -0.181 0.092
H -0.074 -0.035 0.045
H 0.034 -0.039 0.269
N -0.076 -0.046 0.056
C -0.004 -0.228 0.017
N 0.531 0.991 0.384
O -0.377 0.013 -0.281
H 0.210 0.278 -0.087
H -0.089 -0.009 0.043
H -0.423 -0.609 -0.222
H 0.093 -0.357 -0.002
N -0.432 0.276 -0.251
C -0.196 0.293 0.564
N -0.271 0.102 -0.677
O 0.075 -0.058 -0.105
H 0.411 -0.230 0.082
H 0.051 -0.034 -0.062
H 0.104 -0.168 0.008
H 0.244 -0.109 0.440
N -0.260 0.074 -0.296
C 0.244 0.117 -0.263
N -0.088 -0.096 0.382
O -0.126 0.013 0.018
H 0.351 0.083 0.140
H 0.061 -0.068 0.261
H -0.067 -0.047 -0.167
H 0.045 -0.063 -0.035
N -0.738 -0.043 0.087
C -0.348 0.280 0.044
N 0.462 -0.150 0.212
O 0.041 -0.229 -0.166
H 0.578 0.002 -0.049
H 0.115 0.068 0.096
H -0.214 -0.003 -0.246
H 0.172 0.074 0.065

* HOMO level: -0.3358 Ha
* SMILES: NC(N)=O.NC(N)=O.NC(N)=O.NC(N)=O.NC(N)=O
* molar mass: 300.3 g/mol
* gap between HOMO and LUMO: 9.20 eV

=====

Molecular formula: C5H20N10O5Tl
Method: DFT, wB97M-V/def2-TZVPD

Atoms and positions in Å:
Tl -0.44859 -2.48528 -0.02590
C -0.66580 -0.34177 3.56895
O -0.28720 -0.99631 2.55486
N -1.63468 -0.66769 4.27649
N -0.34862 0.89782 3.69874
H -1.93829 -0.04260 5.00942
H -2.06751 -1.57893 4.22755
H -0.81719 1.34986 4.47088
H 0.42562 1.33326 3.21807
C 1.95357 -0.65359 -2.74913
O 1.08149 -1.26657 -2.20362
N 3.18820 -0.87196 -2.51200
N 1.80365 0.14624 -3.77875
H 3.52675 -1.36922 -1.70069
H 3.70452 -0.24496 -3.11232
H 0.90339 0.28430 -4.21530
H 2.55261 0.77281 -4.03676
C -1.02358 1.60453 0.21003
O -0.51646 0.50132 0.11781
N -1.33900 2.21037 1.26558
N -1.28590 2.28233 -0.89242
H -1.66302 3.16698 1.26736
H -1.20371 1.70229 2.12793
H -1.87544 3.09147 -0.75884
H -1.01737 2.08554 -1.84598
C 3.04698 -0.72281 1.25726
O 1.96799 -1.15265 0.78910
N 4.19851 -1.33066 1.23179
N 3.23628 0.42792 1.83254
H 4.21276 -2.26216 0.84165
H 5.03528 -0.93189 1.63291
H 2.50722 1.12683 1.82260
H 3.92857 0.33326 2.56184
C -3.14293 -0.89264 -2.40466
O -1.96788 -1.24768 -2.23530
N -4.18770 -1.58383 -1.96850
N -3.52146 -0.02593 -3.25542
H -3.92155 -2.30610 -1.31459
H -5.13720 -1.26811 -2.10586
H -2.79161 0.64076 -3.46265
H -4.47057 0.28551 -3.40476

Forces on the atoms, in the same order (eV/Å):
Tl 0.469 0.244 0.260
C 0.451 1.600 -2.125
O 1.139 -1.680 -1.277
N -4.022 -3.382 3.194
N 2.167 3.031 0.175
H -0.203 -0.421 0.314
H -0.072 -0.063 0.198
H 0.605 0.773 -0.067
H 0.123 -0.067 0.412
C 3.648 2.233 -3.504
O -5.106 -2.745 2.792
N 2.595 -0.307 1.480
N -2.555 1.337 -1.307
H 0.343 0.189 -0.096
H 1.567 -0.813 0.599
H 0.143 0.042 -0.082
H -0.181 0.194 -0.123
C 0.883 -1.169 -4.281
O 1.129 -2.921 0.871
N -1.177 1.864 5.167
N -1.461 2.112 -2.262
H 0.054 -0.148 0.289
H -0.381 0.592 -0.122
H 0.233 0.182 -0.574
H 0.273 -0.284 0.651
C -1.134 -0.886 -0.872
O 0.027 -0.103 -0.577
N 1.532 -3.311 -1.213
N -1.074 3.055 1.741
H 0.443 -0.079 0.454
H 0.017 -0.259 -0.351
H 0.392 -0.094 0.372
H -0.210 1.341 0.181
C 4.638 -2.764 -0.118
O -1.421 0.483 0.837
N -1.360 -1.529 2.061
N -0.680 4.647 -2.216
H -0.704 -0.815 0.330
H -0.790 -0.391 -0.005
H -0.040 0.267 -0.922
H -0.303 0.043 -0.278

* expectation value of S²: 1.775
* HOMO level (spin up / spin down): -0.7611 / -0.7608 Ha
* net charge: +4
* multiplicity: 2
* molar mass: 504.7 g/mol
* gap between HOMO and LUMO (spin up / spin down): 4.72 / 3.27 eV

=====

Molecular formula: C5H20N2O4
Method: DFT, wB97M-V/def2-TZVPD

Atoms and positions in Å:
C 2.38211 0.43215 0.03659
O 2.56564 1.69039 -0.63703
C 0.75584 0.13275 -0.09358
C 0.03869 0.16291 1.20882
C 0.05424 -1.10605 2.12241
C 1.10844 -1.79025 2.53821
N -1.20185 -1.57910 2.83431
N 0.17346 1.12813 -1.09422
H 2.65881 0.57149 1.09301
H 2.87149 -0.33766 -0.38600
H 2.84197 2.35994 -0.08263
H 0.63648 -0.86589 -0.58392
H -0.99079 0.72439 1.27088
H 0.55950 0.93250 2.04993
H 2.25499 -1.66767 2.39772
H 1.15848 -2.65395 3.18048
H -1.17878 -2.52672 2.87846
H -2.04281 -1.30722 2.23279
H -1.38696 -1.23280 3.87787
H 0.81047 1.08450 -1.97848
H -0.80037 0.89811 -1.38968
H 0.03479 2.06590 -0.82116
H -2.70471 2.15635 -3.25643
H -1.57376 1.11909 -3.87074
O -1.90029 1.63723 -3.04387
H -3.13896 -0.41257 -0.12129
H -4.39845 -0.59703 0.62535
O -3.47714 -0.41353 0.74999
H 0.70336 -0.02238 -4.44513
H 1.95536 -0.58854 -3.72572
O 1.23075 0.00555 -3.56696

Forces on the atoms, in the same order (eV/Å):
C -1.503 5.428 2.152
O -1.162 -5.155 -1.801
C -1.343 0.008 -0.963
C -0.725 1.537 4.121
C -0.011 0.225 0.509
C 3.815 -0.267 -0.226
N -1.753 5.484 0.016
N 0.673 -2.262 -1.584
H -0.072 -0.329 -0.391
H 1.757 -2.691 -2.120
H 1.364 2.897 2.500
H 0.452 0.754 0.316
H 1.518 -1.148 -0.722
H -0.797 -1.316 -1.967
H -2.134 0.685 -0.692
H -1.211 -0.305 0.437
H 0.052 -4.011 0.167
H 0.421 -0.309 0.858
H 0.665 -0.435 -2.548
H -1.373 0.016 0.717
H 0.353 -0.355 -0.480
H 0.462 1.744 0.847
H 0.670 -0.545 -0.261
H -1.483 1.719 1.906
O 0.970 -1.333 -1.316
H 0.412 -0.026 -1.596
H -1.143 -0.179 0.208
O 1.071 0.023 1.573
H 1.369 0.139 2.041
H 0.702 -0.454 -0.261
O -2.013 0.457 -1.438

* expectation value of S²: 0.756
* HOMO level (spin up / spin down): -0.7671 / -0.7670 Ha
* net charge: +3
* multiplicity: 2
* molar mass: 172.2 g/mol
* gap between HOMO and LUMO (spin up / spin down): 10.35 / 3.62 eV

=====

Molecular formula: C5H20N2O5
Method: DFT, wB97M-V/def2-TZVPD

Atoms and positions in Å:
C 1.47482 -2.47879 -0.43346
N 0.81652 -1.15934 -0.31259
C 1.34680 -0.33174 0.75921
C 2.85412 -0.19436 0.57206
O 3.36527 0.52773 -0.24128
C -0.63472 -1.35855 -0.10853
C -1.40252 -1.19005 -1.42872
N -2.28340 -0.03788 -1.38189
H 2.52660 -2.28280 -0.65030
H 1.38219 -3.04592 0.49449
H 1.05129 -2.91930 -1.32937
H 1.20225 -0.72183 1.78106
H 0.93278 0.67854 0.77241
H 3.47365 -0.70685 1.33568
H -0.86160 -2.33580 0.32203
H -1.00044 -0.62023 0.59153
H -0.70306 -1.05853 -2.25497
H -1.91000 -2.12704 -1.67979
H -2.86448 0.03444 -0.55695
H -2.82681 0.06354 -2.22656
O 0.97064 1.65454 -2.17895
H 0.44146 0.87045 -2.37626
H 1.65369 1.25484 -1.61458
O -1.05941 2.40105 -0.30075
H -1.62019 1.68113 -0.65478
H -0.23176 2.40403 -0.81454
O -0.39268 2.76692 2.42898
H -0.50502 2.38152 1.56055
H 0.47026 3.18104 2.49134
O -2.02707 0.50430 2.44919
H -1.57206 1.03495 1.80711
H -2.06711 1.12999 3.17864

Forces on the atoms, in the same order (eV/Å):
C 0.276 1.753 -0.205
N -0.841 -0.158 0.606
C 1.058 -0.380 0.242
C -0.091 0.607 0.794
O -0.132 -0.102 -0.348
C 0.135 0.295 -0.893
C -0.089 -0.603 0.044
N 0.155 0.606 -0.138
H 0.084 -0.302 0.047
H -0.119 -0.442 -0.153
H -0.086 -0.620 0.217
H -0.197 -0.273 -0.130
H -0.208 -0.075 -0.399
H 0.110 -0.152 -0.248
H 0.175 -0.085 0.130
H -0.056 0.119 0.182
H 0.211 0.165 0.091
H -0.334 -0.016 0.138
H -0.208 -0.483 -0.100
H -0.201 0.014 0.140
O 0.146 -0.462 0.328
H -0.154 0.161 -0.111
H 0.252 0.260 -0.098
O -0.057 -0.049 0.627
H 0.605 0.142 -0.345
H -0.391 -0.260 -0.290
O -0.042 0.097 1.170
H 0.270 0.577 -0.981
H 0.012 -0.046 -0.283
O -0.460 -0.410 0.315
H 0.212 0.179 -0.599
H -0.035 -0.058 0.250

* HOMO level: -0.3465 Ha
* SMILES: CN(CC=O)CCN.O.O.O.O
* molar mass: 188.2 g/mol
* gap between HOMO and LUMO: 10.04 eV

=====

Molecular formula: C5H20N4O5
Method: DFT, wB97M-V/def2-TZVPD

Atoms and positions in Å:
C -3.43285 -0.99100 0.84330
O -4.65040 -0.31547 0.93283
H -2.85111 -0.60478 1.68028
H -3.30294 -2.06465 0.97924
H -2.83850 -0.75940 -0.04056
H -4.79995 -0.39176 1.87804
C 1.39645 -1.37333 -1.28731
O 2.39285 -1.33775 -0.27547
H 1.90646 -1.78552 -2.15799
H 0.48665 -1.94063 -1.09095
H 0.97998 -0.38689 -1.49124
H 3.07666 -0.75902 -0.62053
C -0.55824 0.44721 -1.98436
O -0.32568 0.99944 -3.28255
H -0.89990 -0.58049 -2.10764
H 0.31616 0.50742 -1.33638
H -1.24560 1.12685 -1.48062
H 0.55375 1.38240 -3.32194
C 2.72035 1.28828 1.36123
O 3.76397 1.93972 1.41154
N 1.59447 1.81631 1.79658
N 2.67832 0.12728 0.85585
H 0.68768 1.50006 1.48384
H 1.70513 2.65427 2.34946
H 3.56184 -0.17629 0.47201
H 1.80098 -0.29739 0.59122
C -0.21569 0.15542 0.42929
O 0.94750 0.52613 0.31813
N -0.58073 -0.88882 -0.28870
N -1.05207 0.72200 1.27985
H 0.17021 -1.38855 -0.74309
H -1.36075 -1.47965 -0.03857
H -0.59302 1.45689 1.79881
H -2.03201 0.87171 1.08641

Forces on the atoms, in the same order (eV/Å):
C 2.081 0.428 0.722
O -0.527 -0.778 -0.159
H 0.406 -0.347 -0.013
H -1.269 -0.539 -0.175
H -1.089 0.469 -0.280
H -0.866 0.376 0.026
C 5.784 -1.628 -3.802
O -2.209 -8.052 -5.767
H -0.555 -0.120 -0.597
H 5.921 -7.692 -4.257
H 2.236 -1.641 -0.679
H -0.542 -0.636 -0.850
C -0.543 2.214 -2.938
O 0.232 0.048 -0.144
H -0.351 0.977 -0.898
H -1.118 1.707 -1.704
H -0.828 -0.426 -0.036
H 0.017 0.100 -0.009
C 3.271 3.064 0.795
O 1.104 0.901 0.503
N -2.464 3.660 3.830
N 7.580 0.013 4.713
H 2.499 1.536 1.140
H 0.122 -0.096 -0.165
H 0.653 0.960 1.918
H 2.698 -0.433 1.900
C -0.989 -2.070 0.077
O -9.406 1.343 -5.260
N -5.525 -0.771 5.582
N -1.341 1.774 1.820
H -4.236 5.225 4.170
H 0.070 0.447 0.295
H -1.201 0.131 0.301
H 0.388 -0.146 -0.059

* HOMO level: -0.2876 Ha
* molar mass: 216.2 g/mol
* gap between HOMO and LUMO: 7.90 eV